1 | ORCA calculation (ωB97M-V with the def2-TZVPD basis set) on the molecule C7H10O2.

XYZ file:
```
19
C7H10O2 | OMol25 | ωB97M-V with the def2-TZVPD basis set
C -2.0242 -1.0670 -0.7384
C -1.1499 -0.4088 -0.0150
C -1.4056 1.0354 0.3545
O -0.1943 1.6460 0.7574
C 0.8328 1.3835 -0.1276
C 1.1689 -0.0748 -0.1421
C 2.3593 -0.4748 -0.6006
C 0.1683 -1.0333 0.4590
O 0.4261 -1.1423 1.8284
H -1.7595 -1.9833 -1.1942
H -2.9904 -0.6222 -1.0193
H -2.0147 1.1695 1.2491
H -1.8729 1.5116 -0.4992
H 1.7233 1.9825 0.1254
H 0.5608 1.7453 -1.0970
H 2.5955 -1.5574 -0.6944
H 3.0761 0.2975 -1.0024
H 0.2735 -2.0656 0.0315
H 0.2269 -0.3420 2.3247
```

As for the spin multiplicity: 1. The calculation puts the LUMO energy at 0.0300 Eh. The HOMO energy comes out at -0.3443 hartree. Its structure (SMILES) is C=C1COCC(=C)C1O.


2 | ORCA calculation (ωB97M-V with the def2-TZVPD basis set) on the molecule C7H10O2.

XYZ file:
```
19
C7H10O2 | OMol25 | ωB97M-V with the def2-TZVPD basis set
C -3.3632 0.2037 -0.4954
C -2.0641 0.0231 -0.2280
O -1.2707 0.7012 0.6104
C -0.3411 -0.2159 1.1998
C 0.8531 -0.5622 0.4145
C 0.8736 -1.7226 -0.2000
C 1.6788 0.5710 0.0833
C 2.4098 0.7910 -1.0482
O 1.8122 1.6420 1.0522
H -3.7446 1.0120 0.0987
H -3.9374 -0.4052 -1.1263
H -1.5285 -0.8859 -0.5811
H -1.0759 -1.0983 1.4034
H 0.0538 0.2467 2.1114
H 1.6713 -1.9915 -0.8638
H 0.0990 -2.4754 0.0094
H 2.5437 0.0969 -1.8754
H 2.8236 1.8522 -1.1452
H 2.5066 2.2170 0.5805
```

As for the spin multiplicity: 1. The calculation puts the LUMO energy at 0.0153 Eh. The HOMO energy comes out at -0.3266 hartree. Its structure (SMILES) is C=COCC(=C)C(=C)O.


1 ends up most stable, edging out the next structure by 1.353 eV.


1 | ORCA calculation (ωB97M-V with the def2-TZVPD basis set) on the molecule C7H10O2.

XYZ file:
```
19
C7H10O2 | OMol25 | ωB97M-V with the def2-TZVPD basis set
C -0.6152 -1.1128 2.5530
C 0.1299 -0.4664 1.7466
C -0.2051 0.8085 1.1006
O 0.2291 1.8773 1.4395
O -1.1458 0.7061 0.1599
C -1.1562 -0.5365 -0.7149
C 0.2234 -0.7984 -0.8926
C 1.1168 0.1081 -1.3630
C 0.8083 1.4970 -1.8236
H -0.2547 -2.0180 2.8939
H -1.5621 -0.7148 2.9190
H 1.1066 -0.9062 1.4418
H -1.6782 -0.2820 -1.6640
H -1.7234 -1.4174 -0.0746
H 0.6560 -1.8226 -0.5697
H 2.1340 -0.3222 -1.5347
H -0.0670 1.4305 -2.5039
H 0.2782 1.9350 -0.8920
H 1.7254 2.0347 -2.2214
```

As for the spin multiplicity: 1. The calculation puts the LUMO energy at 0.0274 Eh. The HOMO energy comes out at -0.3469 hartree. Its structure (SMILES) is C=CC(=O)OC/C=C\C.


2 | ORCA calculation (ωB97M-V with the def2-TZVPD basis set) on the molecule C7H10O2.

XYZ file:
```
19
C7H10O2 | OMol25 | ωB97M-V with the def2-TZVPD basis set
C -0.6339 0.6435 -1.6531
C -0.0668 -0.5892 -0.8621
C 1.2803 -0.6751 -1.3382
C 1.0902 -0.2820 0.1703
C 0.7297 0.9053 0.9481
O 0.8884 0.4201 2.2565
C -0.4923 0.4223 1.7410
C -1.1761 -0.9179 1.1840
O -1.0881 -1.4055 -0.2504
H -1.3575 1.3230 -1.0639
H 0.0795 1.3864 -2.0616
H -1.3644 0.6129 -2.6371
H 1.6883 -1.6078 -1.4193
H 1.8384 0.0954 -2.0096
H 1.5385 -1.1855 0.7810
H 0.9270 2.0766 0.9092
H -0.9272 1.2752 2.3147
H -2.1546 -0.5983 1.3029
H -0.7993 -1.8992 1.6876
```

As for the spin multiplicity: 1. The calculation puts the LUMO energy at 0.0348 Eh. The HOMO energy comes out at -0.3259 hartree. Its structure (SMILES) is C[C@@]12C[C@H]1[C@@H]1O[C@@H]1CO2.


1 ends up most stable, edging out the next structure by 4.084 eV.


1 | ORCA calculation (ωB97M-V with the def2-TZVPD basis set) on a cluster of 2 separate species, C3H13N2 in total.

XYZ file:
```
18
C3H13N2 | OMol25 | ωB97M-V with the def2-TZVPD basis set
C -1.0033 1.7292 1.0823
N -1.5739 0.2972 1.0440
H -0.8832 2.0431 2.1502
H -0.0956 1.7216 0.4271
H -1.7664 2.4918 0.6769
H -2.5044 0.4308 0.6646
H -1.7100 0.0836 2.0851
H -0.2442 -0.5099 0.1657
C 0.5537 0.0814 -1.6487
N 0.3813 -0.9171 -0.5343
C 1.6288 -1.5997 0.0119
H 1.3556 0.8755 -1.3678
H 0.5979 -0.3601 -2.6793
H -0.4271 0.5985 -1.6904
H -0.1347 -1.7092 -0.9570
H 2.5263 -1.5628 -0.7784
H 1.3810 -2.5476 0.4048
H 1.9182 -1.1462 0.9432
```

As for the spin multiplicity: 1. Its net charge is +1. The calculation puts the LUMO energy at -0.1100 Eh. The HOMO energy comes out at -0.5391 hartree.


2 | ORCA calculation (ωB97M-V with the def2-TZVPD basis set) on a cluster of 2 separate species, C3H13N2 in total.

XYZ file:
```
18
C3H13N2 | OMol25 | ωB97M-V with the def2-TZVPD basis set
C 0.8024 1.3478 -1.6108
N 1.2004 -0.0428 -1.2323
H -0.1774 1.5654 -1.2041
H 0.8438 1.5274 -2.6794
H 1.6332 1.9541 -1.2248
H 0.9329 -0.3402 -0.1967
H 0.7251 -0.6574 -1.8998
H 2.1759 -0.2989 -1.3878
C -1.7928 -0.4957 0.4883
C -0.7158 -0.9126 1.4655
N 0.5415 -0.1199 1.4037
H -2.0989 0.5462 0.6343
H -2.6725 -1.1279 0.5237
H -1.4505 -0.6366 -0.5469
H -0.4190 -1.9616 1.3426
H -1.0358 -0.8397 2.5119
H 1.1646 -0.3792 2.1534
H 0.3428 0.8717 1.4591
```

As for the spin multiplicity: 1. Its net charge is +1. The calculation puts the LUMO energy at -0.1164 Eh. The HOMO energy comes out at -0.5236 hartree.


2 ends up most stable, edging out the next structure by 1.017 eV.


1 | ORCA calculation (ωB97M-V with the def2-TZVPD basis set) on a structure of composition C4H8N2.

XYZ file:
```
14
C4H8N2 | OMol25 | ωB97M-V with the def2-TZVPD basis set
C -1.6432 -1.0581 -0.0340
C -0.5118 -0.0517 -0.2081
C -0.9228 1.3546 -0.0095
C 2.8324 -0.2115 0.0796
H -1.8196 -1.1013 1.1801
H -2.4791 -0.8648 -0.6878
H -1.2189 -2.0920 -0.2709
H -1.9637 1.3355 0.7280
H -0.0085 1.8106 0.6175
H -1.2896 2.0747 -1.1541
H 3.8078 0.3601 0.1141
H 2.9080 -1.2541 0.2447
N 0.6171 -0.6005 -0.3206
N 1.6920 0.2986 -0.2790
```

As for the spin multiplicity: 1. The calculation puts the LUMO energy at 0.0261 Eh. The HOMO energy comes out at -0.3300 hartree.


2 | ORCA calculation (ωB97M-V with the def2-TZVPD basis set) on the molecule C4H8N2.

XYZ file:
```
14
C4H8N2 | OMol25 | ωB97M-V with the def2-TZVPD basis set
C -0.6266 1.6675 -0.3855
N 0.8027 1.5598 -0.6737
C -0.0699 0.4553 -1.0409
C -0.1457 -0.8401 -0.2547
C 0.7913 -1.4696 0.7437
N -0.3252 -0.6565 1.1703
H -1.1754 2.4245 -0.9409
H -0.9305 1.5430 0.6499
H 1.3009 1.3219 0.1805
H -0.2252 0.3599 -2.1142
H -0.7386 -1.5868 -0.7860
H 1.7899 -1.0880 0.9487
H 0.7081 -2.5480 0.9051
H -1.1089 -1.1580 1.5671
```

As for the spin multiplicity: 1. The calculation puts the LUMO energy at 0.0396 Eh. The HOMO energy comes out at -0.3394 hartree. Its structure (SMILES) is C1N[C@H]1[C@H]1CN1.


2 ends up most stable, edging out the next structure by 1.436 eV.


1 | ORCA calculation (ωB97M-V with the def2-TZVPD basis set) on the molecule C4H8N2.

XYZ file:
```
14
C4H8N2 | OMol25 | ωB97M-V with the def2-TZVPD basis set
C 0.2116 -0.2998 1.8116
C -0.3406 0.8365 0.8545
C -1.6981 1.3829 1.1555
C -0.2003 0.5426 -0.5402
H 0.0792 -1.4040 1.3247
H -0.3264 -0.4586 2.8720
H 1.4158 0.0500 1.9689
H 0.8222 -1.4671 -0.1963
H -1.6727 2.0828 0.2492
H -0.6123 1.3087 -1.3109
H -0.0665 -0.8925 -2.7236
H 1.3043 -0.0937 -2.4852
N 0.3499 -0.7374 -0.8678
N 0.7338 -0.8505 -2.1124
```

As for the spin multiplicity: 1. The calculation puts the LUMO energy at 0.0006 Eh. The HOMO energy comes out at -0.3047 hartree.


2 | ORCA calculation (ωB97M-V with the def2-TZVPD basis set) on a structure of composition C4H8N2.

XYZ file:
```
14
C4H8N2 | OMol25 | ωB97M-V with the def2-TZVPD basis set
C -2.0460 0.2457 0.0179
C -0.8330 -0.6552 -0.1291
C 0.2747 0.0462 0.5761
N 2.5081 -0.2440 -0.2436
C 1.3957 0.5729 -0.0719
N 0.9287 1.7227 -0.1939
H -1.7701 1.2247 -0.3851
H -2.2689 0.3784 1.0831
H -2.9190 -0.1510 -0.4964
H -1.0049 -1.6470 0.3251
H -0.5831 -0.8314 -1.1843
H 0.3718 -0.1024 1.6539
H 2.5998 -0.5989 -1.1781
H 3.3461 0.0394 0.2262
```

As for the spin multiplicity: 1. The calculation puts the LUMO energy at 0.0302 Eh. The HOMO energy comes out at -0.3170 hartree.


3 | ORCA calculation (ωB97M-V with the def2-TZVPD basis set) on the molecule C4H8N2.

XYZ file:
```
14
C4H8N2 | OMol25 | ωB97M-V with the def2-TZVPD basis set
C -1.6196 0.6933 -0.6539
N -0.8747 0.0395 0.4103
C -0.5893 -1.2896 0.3306
C 0.5893 -1.2896 -0.3307
N 0.8747 0.0395 -0.4102
C 1.6196 0.6931 0.6540
H -2.6878 0.5918 -0.4213
H -1.3942 1.7620 -0.6546
H -1.4206 0.2772 -1.6481
H -1.1487 -2.0739 0.8338
H 1.1486 -2.0737 -0.8343
H 2.6878 0.5916 0.4215
H 1.4206 0.2769 1.6482
H 1.3942 1.7619 0.6549
```

As for the spin multiplicity: 1. The calculation puts the LUMO energy at 0.0176 Eh. The HOMO energy comes out at -0.2968 hartree. Its structure (SMILES) is C/N=C\C=N/C.


4 | ORCA calculation (ωB97M-V with the def2-TZVPD basis set) on the molecule C4H8N2.

XYZ file:
```
14
C4H8N2 | OMol25 | ωB97M-V with the def2-TZVPD basis set
C -1.3194 -0.1531 0.1404
N 0.1714 -0.2594 0.0877
C 0.8375 0.6117 -0.9410
C 0.7728 -0.0663 1.4398
C 0.5136 0.1409 -2.2284
N 0.2789 -0.3357 -3.2699
H -1.5634 0.8695 0.4375
H -1.7334 -0.8606 0.8664
H -1.7085 -0.3459 -0.8616
H 0.3908 -1.2100 -0.2131
H 0.6149 1.6558 -0.7311
H 1.7601 0.3696 1.2968
H 0.1399 0.6071 2.0183
H 0.8448 -1.0235 1.9582
```

As for the spin multiplicity: 1. The calculation puts the LUMO energy at 0.0154 Eh. The HOMO energy comes out at -0.2680 hartree.


4 ends up most stable, edging out the next structure by 0.612 eV.


1 | ORCA calculation (ωB97M-V with the def2-TZVPD basis set) on the molecule C4H8N2.

XYZ file:
```
14
C4H8N2 | OMol25 | ωB97M-V with the def2-TZVPD basis set
C -0.5004 -1.2939 0.4317
N -0.0996 -0.2206 -0.4515
C 1.1492 -0.3718 -1.1888
C -0.6143 0.9743 -0.2274
C -0.7889 1.5124 1.1929
N -0.8506 0.9231 2.2710
H 0.0956 -2.1856 0.2289
H -1.5595 -1.5171 0.2872
H -0.3955 -0.9327 1.4800
H 1.9624 -0.4939 -0.4608
H 1.3401 0.5349 -1.7662
H 1.1240 -1.2393 -1.8512
H -0.3512 1.7346 -0.9643
H -0.5113 2.5754 1.0185
```

As for the spin multiplicity: 1. The calculation puts the LUMO energy (spin up / spin down) at 0.0038 / -0.0022 Eh. The HOMO energy (spin up / spin down) comes out at -0.2984 / -0.2558 hartree.


2 | ORCA calculation (ωB97M-V with the def2-TZVPD basis set) on the molecule C4H8N2.

XYZ file:
```
14
C4H8N2 | OMol25 | ωB97M-V with the def2-TZVPD basis set
C -2.3248 -0.1465 -0.0655
C -0.8509 0.0882 -0.1057
N -0.2140 -0.9034 -0.5270
N 1.2087 -0.9640 -0.5423
C 1.7961 -0.4037 0.6372
C 1.7236 0.5705 -0.5577
H -2.6862 -0.2150 1.0298
H -2.6588 0.8181 -0.3509
H -2.9560 -1.0826 -0.5486
H -0.5406 1.1728 0.2188
H 0.8968 -0.2589 1.4673
H 2.9214 -0.6521 0.9300
H 2.7217 0.6508 -1.1825
H 0.9630 1.3260 -0.4028
```

As for the spin multiplicity: 1. The calculation puts the LUMO energy at 0.0368 Eh. The HOMO energy comes out at -0.3281 hartree. Its structure (SMILES) is C/C=N/N1CC1.


1 ends up most stable, edging out the next structure by 1.351 eV.